# 1
86
Properties=species:S:1:pos:R:3:forces:R:3:lowdin_charge:R:1 method="wB97M-V/def2-TZVPD" total_energy_ha=-3695.3660 homo_ev=-8.6 spin_multiplicity=1 e_above_lowest_kcal_mol=10.4 total_charge=+1
K -0.152 0.889 0.149 0.15 0.00 -0.23 0.504
C -0.992 1.584 4.552 0.09 0.05 0.08 -0.532
C 0.250 2.407 4.890 -0.01 -0.01 0.02 -0.529
S 0.620 3.661 3.625 -0.03 0.01 -0.01 0.848
C 2.434 3.754 3.703 0.04 -0.01 0.03 -0.525
C 3.202 2.952 2.644 0.11 0.00 0.00 -0.498
S 2.315 1.421 2.268 -0.10 0.05 0.02 0.827
C 3.581 0.298 1.631 0.04 -0.07 0.01 -0.496
C 3.159 -1.131 1.955 0.07 -0.03 -0.09 -0.504
S 1.471 -1.593 1.429 -0.10 -0.08 0.26 0.788
C 0.734 -1.926 3.073 -0.09 -0.13 0.17 -0.538
C 0.375 -0.760 3.981 0.04 0.01 0.11 -0.538
S -0.808 0.380 3.218 -0.16 -0.14 0.04 0.797
H -1.815 2.237 4.254 0.00 -0.02 -0.03 0.070
H -1.325 1.056 5.448 0.01 0.00 0.00 0.082
H 1.121 1.764 5.002 0.00 0.00 -0.03 0.054
H 0.080 2.911 5.843 0.01 0.01 0.00 0.080
H 2.730 3.443 4.705 -0.03 -0.03 0.00 0.079
H 2.689 4.809 3.614 0.00 0.00 0.01 0.072
H 4.184 2.702 3.050 0.02 0.00 -0.07 0.080
H 3.354 3.540 1.739 -0.07 0.00 -0.01 0.078
H 4.542 0.498 2.109 -0.03 0.04 0.04 0.087
H 3.690 0.413 0.554 0.00 -0.02 0.00 0.052
H 3.205 -1.303 3.031 0.01 0.01 0.00 0.076
H 3.847 -1.808 1.452 -0.04 -0.03 -0.01 0.069
H 1.395 -2.598 3.626 0.00 0.02 0.01 0.079
H -0.169 -2.507 2.860 0.01 0.03 -0.05 0.052
H 1.276 -0.209 4.252 0.00 0.01 -0.03 0.039
H -0.083 -1.156 4.891 0.02 0.04 0.03 0.088
C -0.880 1.551 -4.874 0.00 0.00 0.00 -0.046
C -1.294 2.857 -5.065 0.00 -0.01 0.02 -0.047
C -1.507 3.661 -3.958 0.01 -0.01 0.02 -0.006
C -1.299 3.140 -2.682 0.00 -0.02 -0.12 -0.206
N -0.892 1.878 -2.501 -0.02 0.03 0.06 0.075
C -0.694 1.116 -3.572 0.02 -0.06 0.00 -0.146
C -1.534 3.961 -1.453 -0.02 0.08 0.06 -0.209
C -1.899 5.303 -1.520 0.00 -0.05 -0.01 -0.006
C -2.114 6.007 -0.348 0.00 0.01 0.03 -0.046
C -1.962 5.358 0.865 0.00 0.01 -0.01 -0.042
C -1.595 4.023 0.839 -0.04 0.02 -0.02 -0.144
N -1.383 3.340 -0.280 -0.02 -0.01 -0.03 0.052
H -0.700 0.883 -5.704 0.00 0.01 -0.01 0.110
H -1.451 3.250 -6.060 0.00 0.00 0.00 0.114
H -1.836 4.679 -4.098 -0.01 0.00 0.00 0.102
H -0.356 0.104 -3.378 0.00 0.00 0.00 0.103
H -2.014 5.807 -2.467 0.00 0.00 -0.01 0.102
H -2.395 7.051 -0.384 0.00 0.00 0.00 0.115
H -2.114 5.867 1.807 0.00 0.00 0.00 0.111
H -1.450 3.475 1.762 -0.01 0.01 0.01 0.060
C -5.829 -3.295 -0.899 -0.02 -0.01 -0.01 -0.039
C -4.604 -2.469 -0.644 0.03 0.02 0.01 -0.264
C -4.282 -1.370 -1.432 0.01 0.00 0.01 -0.016
C -3.154 -0.621 -1.135 -0.02 0.00 -0.02 -0.132
N -2.336 -0.893 -0.119 0.04 -0.01 -0.05 0.011
C -2.647 -1.946 0.639 -0.01 -0.01 0.04 -0.148
C -3.748 -2.752 0.418 0.01 0.01 -0.01 -0.022
H -6.236 -3.106 -1.891 0.00 0.00 0.00 0.080
H -6.603 -3.057 -0.168 0.00 0.00 0.00 0.093
H -5.612 -4.359 -0.809 0.00 0.00 0.00 0.084
H -4.906 -1.091 -2.271 -0.01 -0.01 0.00 0.115
H -2.894 0.242 -1.740 0.01 0.00 0.00 0.095
H -1.987 -2.140 1.478 0.00 0.00 0.00 0.085
H -3.944 -3.587 1.080 -0.01 -0.01 -0.01 0.117
C 1.323 -5.622 -0.458 0.01 -0.04 0.00 -0.002
N 1.405 -4.502 -1.427 0.03 0.00 0.00 -0.170
C 0.215 -3.612 -1.313 -0.02 0.00 0.03 -0.001
C 2.750 -3.764 -1.276 -0.06 -0.07 -0.03 -0.095
C 2.725 -2.432 -1.956 0.06 -0.05 0.06 -0.324
C 2.812 -2.405 -3.351 -0.01 0.01 0.04 -0.078
C 2.675 -1.200 -4.019 -0.01 0.02 -0.03 -0.102
C 2.464 -0.049 -3.268 0.05 0.02 -0.02 -0.120
C 2.413 -0.119 -1.878 -0.01 0.08 -0.11 -0.176
C 2.546 -1.304 -1.135 -0.07 0.08 -0.17 -0.120
H 0.419 -6.199 -0.638 0.00 0.00 0.00 0.103
H 1.299 -5.192 0.541 0.00 0.00 0.00 0.105
H 2.200 -6.254 -0.567 0.00 0.00 0.00 0.106
H 1.403 -4.893 -2.368 -0.01 0.05 -0.02 0.175
H 0.238 -3.149 -0.329 0.01 0.02 0.00 0.049
H -0.678 -4.219 -1.443 0.00 0.00 0.01 0.104
H 0.279 -2.840 -2.073 -0.01 0.00 0.00 0.100
H 3.484 -4.466 -1.679 0.01 0.00 0.02 0.133
H 2.889 -3.644 -0.204 -0.01 0.06 0.00 0.101
H 3.002 -3.314 -3.919 0.01 0.00 0.00 0.105
H 2.749 -1.153 -5.098 0.01 0.00 0.00 0.098
H 2.359 0.907 -3.772 -0.01 0.00 0.00 0.099
H 2.265 0.829 -1.356 0.08 0.09 0.02 0.062

# 2
84
Properties=species:S:1:pos:R:3:forces:R:3:nbo_charge:R:1 method="wB97M-V/def2-TZVPD" total_energy_ha=-2229.3075 homo_ev="-7.4 / -8.3" spin_multiplicity=3
Pd -0.729 0.283 -0.306 -0.29 0.12 -0.44 0.674
C -4.929 -3.293 -1.786 0.01 0.09 0.01 -0.646
C -3.845 -2.364 -2.225 0.04 -0.01 0.10 0.173
C -2.993 -2.384 -3.300 0.06 -0.04 -0.15 -0.348
C -2.160 -1.250 -3.156 0.04 0.03 -0.16 0.192
N -2.471 -0.581 -2.055 -0.04 -0.01 0.25 -0.338
N -3.498 -1.277 -1.505 -0.03 -0.03 -0.07 -0.357
C -1.109 -0.757 -4.092 0.04 -0.05 0.00 -0.661
H -5.031 -4.111 -2.495 0.01 0.01 -0.01 0.234
H -5.890 -2.780 -1.716 0.02 -0.01 -0.02 0.225
H -4.701 -3.715 -0.806 -0.01 -0.01 -0.02 0.227
H -2.958 -3.120 -4.089 -0.01 0.07 0.07 0.229
H -3.960 -0.922 -0.688 -0.02 0.03 0.08 0.406
H -0.498 -1.585 -4.457 -0.02 0.03 0.03 0.225
H -0.471 -0.031 -3.588 -0.05 0.00 -0.03 0.277
H -1.580 -0.277 -4.954 0.01 -0.03 0.00 0.217
C -0.520 4.249 -1.834 0.04 -0.02 -0.06 -0.718
C -1.414 3.310 -1.083 0.21 0.06 0.02 0.656
C -2.744 2.973 -1.701 0.08 -0.04 0.05 -0.741
O -1.062 2.816 -0.027 -0.25 0.30 -0.05 -0.617
H -1.032 5.198 -2.018 0.02 -0.05 -0.03 0.223
H -0.289 3.786 -2.798 -0.03 0.04 0.02 0.256
H 0.406 4.412 -1.289 -0.02 0.01 0.02 0.232
H -2.991 3.627 -2.535 -0.02 0.01 0.02 0.217
H -3.522 3.012 -0.939 -0.01 0.00 0.00 0.232
H -2.678 1.945 -2.062 -0.01 -0.07 -0.05 0.274
C 3.428 2.446 -1.093 -0.02 0.04 -0.07 -0.602
C 3.341 1.183 -1.961 0.03 -0.04 -0.25 -0.535
C 3.341 1.606 -3.440 0.03 0.00 0.06 -0.605
C 4.562 0.301 -1.661 -0.07 0.07 -0.01 -0.607
Si 1.706 0.302 -1.566 0.62 -0.55 0.18 2.002
O 0.399 1.128 -1.982 -0.16 -0.15 0.54 -1.307
C 1.663 -1.484 -2.273 0.11 0.08 -0.15 -0.526
C 2.463 -1.908 -3.341 -0.07 0.04 0.02 -0.134
C 2.338 -3.174 -3.904 -0.01 0.03 0.02 -0.244
C 1.394 -4.062 -3.414 -0.04 0.01 0.03 -0.219
C 0.585 -3.676 -2.352 0.05 0.03 -0.04 -0.216
C 0.727 -2.412 -1.795 0.15 -0.06 -0.08 -0.201
C 1.754 0.018 0.343 -0.20 0.13 -0.22 -0.554
C 2.265 -1.167 0.897 -0.01 0.03 0.04 -0.138
C 2.420 -1.311 2.266 -0.04 -0.01 0.01 -0.247
C 2.023 -0.290 3.127 -0.04 0.00 0.01 -0.210
C 1.485 0.877 2.613 -0.02 0.00 0.04 -0.215
C 1.362 1.037 1.233 0.27 -0.09 -0.11 -0.240
H 4.319 3.025 -1.366 -0.04 -0.02 0.01 0.199
H 3.503 2.198 -0.032 0.01 0.02 -0.02 0.212
H 2.552 3.089 -1.231 0.05 -0.04 0.01 0.209
H 4.240 2.192 -3.671 -0.05 -0.03 0.02 0.197
H 2.466 2.220 -3.673 0.04 -0.03 0.02 0.218
H 3.327 0.743 -4.112 0.00 0.11 0.00 0.200
H 5.485 0.854 -1.874 -0.04 -0.01 0.03 0.199
H 4.575 -0.609 -2.264 0.03 0.04 0.05 0.208
H 4.587 0.004 -0.608 0.01 0.01 -0.04 0.212
H 3.202 -1.235 -3.759 -0.03 -0.07 0.00 0.192
H 2.979 -3.465 -4.728 -0.01 0.02 0.01 0.209
H 1.293 -5.050 -3.848 0.00 0.04 0.01 0.209
H -0.158 -4.360 -1.959 0.02 0.02 0.01 0.208
H 0.096 -2.155 -0.955 -0.13 0.10 0.12 0.206
H 2.568 -1.975 0.241 0.00 0.01 0.01 0.212
H 2.852 -2.220 2.667 -0.02 0.01 0.00 0.211
H 2.131 -0.406 4.199 0.00 -0.02 -0.02 0.213
H 1.163 1.664 3.285 0.04 0.00 -0.04 0.218
H 1.038 1.991 0.838 -0.15 0.05 0.00 0.243
C -0.484 1.224 7.393 -0.02 -0.05 -0.05 -0.629
C -0.903 0.772 6.018 0.03 0.03 -0.04 -0.011
C -1.431 1.664 5.094 0.01 -0.04 0.01 -0.181
C -1.791 1.265 3.807 -0.05 0.16 -0.01 -0.068
C -2.399 2.265 2.858 0.07 -0.11 0.05 -0.657
C -1.598 -0.067 3.450 -0.02 -0.08 -0.05 -0.196
Te -2.133 -0.745 1.523 -0.14 -0.18 0.21 0.305
C -1.093 -0.997 4.365 0.01 -0.10 0.04 -0.044
C -0.908 -2.447 3.996 -0.03 0.09 0.01 -0.647
C -0.752 -0.559 5.637 0.01 0.01 0.01 -0.228
H -0.693 2.282 7.544 -0.01 -0.02 0.00 0.216
H 0.587 1.066 7.539 -0.03 0.02 0.01 0.221
H -1.004 0.657 8.168 0.00 0.02 -0.01 0.220
H -1.575 2.702 5.376 0.02 -0.02 -0.01 0.201
H -2.217 3.284 3.199 -0.01 0.00 0.01 0.220
H -3.483 2.122 2.799 0.03 0.00 -0.02 0.216
H -1.987 2.169 1.850 -0.04 0.03 0.10 0.259
H -0.291 -2.550 3.099 0.03 0.00 0.02 0.229
H -1.872 -2.923 3.792 0.04 0.01 0.01 0.224
H -0.422 -2.994 4.803 -0.01 0.01 -0.01 0.222
H -0.356 -1.276 6.351 0.01 0.04 -0.04 0.206

# 3
92
Properties=species:S:1:pos:R:3:forces:R:3:lowdin_charge:R:1 method="wB97M-V/def2-TZVPD" total_energy_ha=-3489.9228 homo_ev=-12.5 spin_multiplicity=1 e_above_lowest_kcal_mol=40.5 total_charge=+2
Al -19.574 6.064 7.200 -3.29 0.95 -0.13 0.182
C -20.746 9.600 5.076 -0.71 0.38 -0.29 -0.066
C -19.808 8.665 5.830 0.10 -0.86 -1.94 -0.232
N -20.287 8.092 7.133 0.28 -1.05 -0.06 -0.167
C -19.984 9.079 8.227 -0.33 0.37 -0.75 -0.194
C -18.525 9.014 8.677 -0.45 -0.39 -1.87 -0.052
C -21.771 7.828 7.106 0.00 1.13 1.08 -0.151
C -22.135 6.706 6.199 -1.05 -1.22 -2.01 -0.166
N -21.203 5.571 6.335 2.62 2.41 2.61 -0.037
C -21.581 4.388 5.809 -0.31 -4.47 -1.25 -0.182
C -21.254 4.066 4.477 -0.27 0.73 -0.33 -0.155
F -20.537 4.963 3.772 -0.05 0.06 0.02 0.090
C -21.703 2.940 3.811 -0.78 -1.02 -2.08 -0.181
F -21.473 2.749 2.447 0.14 0.78 1.85 0.050
C -22.536 2.003 4.389 0.23 0.16 1.00 0.092
C -22.684 2.133 5.784 -0.33 -0.62 -0.05 -0.160
F -23.381 1.111 6.391 1.06 1.54 -0.12 0.066
C -22.127 3.225 6.497 -0.04 0.32 -0.32 -0.103
F -22.015 3.167 7.853 -0.60 0.28 -0.76 0.054
H -20.197 10.267 4.331 -0.69 -1.11 1.00 0.121
H -21.317 10.249 5.761 0.31 0.02 -0.36 0.079
H -21.484 8.945 4.566 0.36 0.88 -0.04 0.079
H -18.883 9.190 5.972 0.59 -0.01 0.45 0.097
H -19.607 7.845 5.067 -0.03 0.56 1.25 0.136
H -20.613 8.905 9.084 -0.43 -0.40 0.18 0.120
H -20.345 10.042 7.792 0.76 -0.27 0.61 0.143
H -18.360 7.999 9.099 0.21 0.70 -0.21 0.047
H -18.367 9.782 9.416 0.43 0.19 0.17 0.089
H -17.913 9.175 7.738 -0.12 -0.11 1.46 0.080
H -22.296 8.787 6.881 0.23 -0.87 -0.02 0.143
H -22.021 7.590 8.147 -0.05 -0.15 -0.18 0.135
H -22.218 7.051 5.123 0.43 -0.28 0.90 0.134
H -23.152 6.293 6.378 0.39 0.67 0.37 0.150
H -23.008 1.180 3.802 0.58 0.82 0.72 0.165
O -19.243 5.770 8.939 -0.09 -1.60 1.15 -0.421
S -19.360 4.456 9.919 1.73 1.12 -1.00 1.213
C -17.636 3.703 9.772 -0.42 -1.14 1.17 -0.270
C -16.420 4.615 9.481 -0.06 -0.65 -0.59 -0.200
C -16.052 4.425 7.996 -0.12 -0.49 -0.18 -0.231
C -15.349 5.644 7.344 -1.58 -1.74 -0.87 -0.205
S -16.644 6.654 6.349 -1.52 -0.98 -1.84 1.214
O -18.160 5.924 6.233 3.65 0.65 0.58 -0.387
C -16.130 6.246 4.640 0.02 -1.03 -0.28 -0.382
C -16.392 4.991 4.067 -0.02 0.11 -0.39 -0.043
C -15.807 4.620 2.824 -1.33 -0.30 2.00 -0.033
C -14.939 5.469 2.195 -0.30 1.32 1.18 -0.034
C -14.777 6.759 2.717 -0.31 -0.36 0.60 -0.024
C -15.396 7.157 3.904 -0.04 -0.38 -0.08 -0.075
C -19.148 5.078 11.570 -0.72 0.25 1.12 -0.408
C -19.356 4.170 12.646 0.57 0.58 -2.10 -0.073
C -19.100 4.600 13.923 -0.50 0.03 0.62 -0.049
C -18.792 5.953 14.183 0.45 -1.18 -0.63 -0.024
C -18.681 6.857 13.120 -0.27 -0.31 1.05 -0.040
C -18.875 6.405 11.823 0.18 0.55 -0.95 -0.077
H -17.822 2.891 9.003 0.50 0.76 0.77 0.048
H -17.479 3.230 10.808 -0.62 0.47 -1.56 0.126
H -15.560 4.235 10.069 -0.64 0.34 -0.06 0.136
H -16.534 5.672 9.722 -0.40 -0.04 0.22 0.111
H -16.973 4.174 7.411 0.78 0.20 0.34 0.100
H -15.435 3.487 7.966 -0.28 1.01 -0.44 0.141
H -14.675 5.290 6.561 0.05 0.36 0.09 0.099
H -14.878 6.315 8.041 0.02 0.46 0.14 0.094
H -17.162 4.372 4.504 0.21 -0.37 0.18 0.105
H -16.090 3.639 2.446 0.23 0.25 -0.14 0.117
H -14.446 5.177 1.320 0.66 -0.28 -1.18 0.107
H -14.137 7.468 2.251 0.28 0.43 -0.56 0.112
H -15.420 8.162 4.239 0.68 0.92 0.16 0.104
H -19.609 3.167 12.346 -0.18 -0.41 0.57 0.115
H -19.229 3.872 14.741 0.22 0.58 -0.37 0.132
H -18.532 6.141 15.215 -0.21 0.73 -0.05 0.118
H -18.490 7.906 13.327 0.09 -0.17 -0.15 0.120
H -18.805 7.093 10.971 0.01 -0.19 0.48 0.094
C -18.552 0.948 3.876 1.71 0.44 1.99 -0.073
C -18.146 -0.382 4.640 -0.84 0.10 -1.37 -0.232
N -17.231 -0.289 5.756 -0.10 0.67 0.96 0.000
C -17.603 0.164 6.969 0.26 1.19 0.09 -0.834
S -19.127 0.793 7.380 0.33 -0.17 -0.38 0.620
N -16.616 0.254 7.939 -0.47 -0.78 -1.52 -0.045
C -15.585 -0.772 8.019 -0.24 -0.34 0.93 -0.247
C -16.061 -2.229 7.850 1.98 -0.68 0.36 -0.071
H -19.314 0.771 3.161 -0.59 -0.41 -0.77 0.055
H -17.645 1.319 3.403 -0.04 0.11 -0.44 0.052
H -18.906 1.797 4.529 0.25 -1.20 -0.22 0.051
H -17.674 -1.111 3.934 -0.56 0.71 0.39 0.134
H -19.088 -0.805 4.984 0.14 -0.28 0.21 0.096
H -16.257 -0.553 5.636 -0.46 0.04 -0.08 0.145
H -17.057 0.464 8.789 -0.56 0.22 1.29 0.058
H -15.171 -0.687 9.031 0.22 0.14 -0.37 0.121
H -14.829 -0.472 7.325 0.77 -0.22 -0.50 0.094
H -16.922 -2.319 7.211 -0.10 -0.24 -0.33 0.055
H -16.284 -2.687 8.826 -0.16 0.32 -0.32 0.079
H -15.161 -2.832 7.471 -1.48 0.71 0.21 0.108